Entry 1:
{
  "formula": "C3H6ClN2",
  "method": "ωB97M-V with the def2-TZVPD basis set",
  "elements": ["H", "H", "N", "H", "N", "C", "C", "Cl", "H", "C", "H", "H"],
  "coordinates": [[-1.256, 0.633, -1.131], [-0.850, 0.280, 1.591], [1.506, 0.364, -0.282], [0.732, -1.713, -0.516], [-0.502, 0.471, 0.705], [-0.940, -0.162, -0.551], [0.207, -0.909, -1.146], [0.356, -0.948, -2.890], [-1.847, -0.787, -0.441], [0.800, 0.667, 0.721], [1.048, 1.359, 1.452], [2.525, 0.344, -0.273]],
  "total_charge": 1,
  "gap_ha": 0.3835,
  "multiplicity": 1
}

---

Entry 2:
{
  "formula": "C18H18F5RuS",
  "method": "ωB97M-V with the def2-TZVPD basis set",
  "elements": ["F", "C", "C", "S", "H", "C", "C", "H", "H", "H", "H", "H", "C", "F", "C", "C", "H", "C", "F", "H", "Ru", "C", "H", "C", "H", "H", "F", "H", "F", "H", "H", "H", "C", "H", "C", "H", "C", "C", "C", "H", "C", "C", "C"],
  "coordinates": [[5.144, -4.796, -2.111], [0.045, 0.316, 2.558], [-0.680, 0.723, 1.313], [1.170, -1.772, -1.627], [-2.375, 0.856, 3.417], [-2.139, 0.524, 1.325], [-0.297, 2.520, -2.102], [-4.692, -0.135, 0.859], [-4.518, -0.321, -0.881], [-0.867, 3.477, -2.298], [0.958, 3.516, 0.958], [-3.910, 0.593, 2.553], [1.070, 2.445, 0.638], [6.104, -4.349, 0.399], [2.701, -2.326, -1.049], [-3.036, 1.486, -2.273], [-0.256, 1.979, -3.037], [3.259, -2.152, 0.244], [4.827, -2.755, 1.968], [-2.446, 2.019, -3.022], [0.155, -0.137, -0.502], [-2.188, 1.207, -1.026], [0.740, 2.781, -1.778], [5.094, -3.597, -0.135], [-2.817, -0.732, 3.040], [-3.316, 0.537, -2.708], [3.106, -3.348, -3.179], [1.490, 1.919, 1.528], [2.504, -1.582, 1.192], [-3.927, 2.070, -1.989], [1.132, 0.314, 2.331], [-0.107, 0.889, 3.507], [-0.119, 1.614, 0.316], [1.766, 2.365, -0.149], [-2.832, 0.647, 0.075], [-0.299, -0.683, 2.914], [3.471, -3.167, -1.890], [4.621, -3.765, -1.367], [-4.321, 0.401, -0.026], [-5.013, 1.318, -0.281], [-0.809, 1.597, -0.976], [4.439, -2.771, 0.670], [-2.831, 0.274, 2.599]],
  "total_charge": 3,
  "gap_ha": [0.2262, 0.1868],
  "multiplicity": 5,
  "s2": 6.09
}

---

Entry 3:
{
  "formula": "C24H28F7N4O6ReS2",
  "method": "ωB97M-V with the def2-TZVPD basis set",
  "elements": ["N", "H", "C", "C", "H", "H", "F", "C", "F", "C", "O", "C", "H", "C", "H", "C", "H", "C", "H", "C", "H", "C", "F", "H", "H", "H", "H", "C", "C", "C", "S", "O", "C", "H", "C", "H", "F", "Re", "H", "C", "C", "H", "H", "H", "H", "H", "C", "F", "H", "S", "C", "O", "C", "H", "N", "C", "O", "H", "H", "H", "C", "C", "H", "O", "F", "H", "F", "H", "N", "O", "C", "N"],
  "coordinates": [[2.410, 1.201, -3.934], [3.815, -0.369, 2.194], [2.439, 1.315, 2.284], [-0.932, -0.700, 2.263], [1.283, 1.441, 4.591], [3.185, -4.099, 1.680], [4.111, 3.746, -1.597], [-3.147, 2.667, 0.297], [3.705, 3.876, -3.724], [1.944, -4.485, -0.032], [-3.342, -1.003, -2.788], [-1.826, -1.575, 1.402], [-3.877, -1.694, 0.731], [-0.526, 0.330, 4.405], [-5.203, 1.377, -1.822], [2.456, -3.695, 0.991], [-1.541, -1.444, 0.358], [2.274, 2.690, 1.627], [2.276, -5.507, -0.151], [1.101, -1.835, 0.259], [-2.277, -3.680, 1.124], [3.499, 0.472, 1.575], [-0.445, -2.235, -1.499], [-2.012, -3.213, 2.806], [2.861, 1.531, 3.268], [2.397, -1.787, 1.954], [0.525, -4.569, -1.660], [-4.774, 0.600, -1.184], [1.107, 0.635, 2.624], [0.276, 0.421, -5.318], [3.312, 1.535, -2.666], [4.654, 1.120, -2.799], [0.566, -2.666, -0.723], [3.224, 3.225, 1.680], [0.664, 0.846, 3.929], [4.382, 1.089, 1.400], [0.992, -0.520, -5.892], [0.544, 0.755, -0.966], [3.182, 0.086, 0.608], [0.278, -0.154, 1.807], [-3.302, -1.182, 1.504], [1.516, 3.284, 2.138], [-0.830, 0.521, 5.426], [-0.636, -3.392, 1.721], [-5.169, -0.357, -1.511], [-2.404, 3.393, 0.615], [2.027, -2.391, 1.140], [2.064, 3.795, -2.307], [-3.731, -1.466, 2.466], [0.963, 0.734, -3.628], [-1.317, -0.437, 3.572], [0.123, 1.747, -2.952], [-2.497, 1.559, -0.457], [-3.445, -0.105, 1.390], [0.661, -0.473, 0.427], [-1.671, -3.053, 1.781], [-0.333, 2.172, 0.220], [-3.651, 2.274, 1.183], [-3.901, 3.150, -0.324], [-2.244, -0.849, 3.946], [3.298, 3.384, -2.572], [0.982, -3.972, -0.883], [-2.688, -1.530, -3.262], [0.865, -0.514, -2.846], [-0.973, 0.023, -5.152], [1.997, 2.637, 0.575], [0.320, 1.539, -6.006], [-5.095, 0.789, -0.162], [-1.234, 1.394, -0.392], [2.611, 1.127, -1.416], [-3.282, 0.607, -1.285], [-2.582, -0.136, -2.049]],
  "total_charge": 1,
  "gap_ha": [0.2638, 0.2737],
  "multiplicity": 2,
  "s2": 0.78
}

---

Entry 4:
{
  "formula": "CCl2OS",
  "method": "ωB97M-V with the def2-TZVPD basis set",
  "elements": ["Cl", "Cl", "C", "S", "O"],
  "coordinates": [[-1.308, -1.281, 1.278], [1.260, 0.815, -2.499], [-0.445, 0.083, 1.543], [0.407, -0.296, -0.998], [0.086, 0.679, 0.675]],
  "gap_ha": [0.2806, 0.2577],
  "multiplicity": 1
}

---

Entry 5:
{
  "formula": "CH3BCl2",
  "method": "ωB97M-V with the def2-TZVPD basis set",
  "elements": ["Cl", "H", "H", "H", "C", "B", "Cl"],
  "coordinates": [[0.343, 1.959, -0.410], [-0.509, -0.478, -0.952], [-1.736, -0.056, 0.794], [1.970, -0.155, -0.054], [0.594, 0.577, 0.680], [-0.796, -0.050, 0.160], [1.278, 1.016, 2.220]],
  "gap_ha": 0.3523,
  "multiplicity": 1
}

---

Entry 6:
{
  "formula": "CH12O7",
  "method": "ωB97M-V with the def2-TZVPD basis set",
  "elements": ["H", "O", "C", "H", "O", "H", "H", "O", "H", "H", "H", "H", "H", "H", "O", "H", "O", "O", "H", "O"],
  "coordinates": [[3.127, -1.726, -0.797], [-1.745, -0.035, -2.032], [-1.435, -0.563, -0.827], [-0.203, 2.775, 2.300], [-0.298, 1.013, 2.953], [1.931, -3.534, 0.184], [0.015, 0.720, 3.811], [0.182, 3.451, 1.716], [0.013, 4.301, 2.132], [-1.501, 0.914, -2.145], [-0.579, 1.645, -0.636], [0.049, 0.460, 2.246], [-2.183, -1.312, -0.588], [1.822, -4.601, -0.857], [1.574, -4.429, 0.058], [-0.700, 3.164, -0.629], [2.308, -2.019, -1.209], [-0.818, 2.383, -1.216], [1.827, -1.228, -1.472], [-0.593, -0.136, -0.089]],
  "gap_ha": 0.4158,
  "smiles": "O=CO.O.O.O.O.O",
  "multiplicity": 1
}

---

Let's list strongest force on any atom in order: 3.20, 7.09, 0.43, 3.90, 4.77, 2.16 eV/Å.